Here is a cluster of 7 separate species, H14O7 in total from OMol25. Energies are from ωB97M-V/def2-TZVPD.

```
21
Properties=species:S:1:pos:R:3:lowdin_charge:R:1
O -0.09 1.17 -0.45 -0.007
H -0.05 0.34 -0.11 -0.010
H 0.83 1.46 -0.48 0.043
O -1.85 -0.40 -2.13 -0.034
H -1.63 0.15 -1.38 -0.019
H -1.24 -0.18 -2.79 0.022
O -1.94 2.09 1.17 -0.112
H -1.86 1.47 1.95 0.054
H -1.13 2.00 0.62 -0.021
O 2.56 1.55 0.40 -0.042
H 2.54 1.36 1.40 0.141
H 3.39 1.94 0.26 0.045
O 3.14 -0.90 -0.48 -0.074
H 2.80 -1.51 0.20 0.031
H 2.82 -0.03 -0.21 -0.045
O -2.30 -1.14 0.68 -0.025
H -2.97 -0.55 0.29 0.073
H -2.79 -1.80 1.10 0.032
O -0.03 -2.29 -0.38 -0.028
H 0.47 -2.85 0.18 0.016
H -0.68 -1.88 0.17 -0.040
```

Summary:
SMILES   O.O.O.O.O.O.O
Relative energy (zero: lowest compared OMol25 entry of this formula, charge and spin)   201.5 kJ/mol
LUMO energy   -0.0037 hartree
Orbital gap   10.668 eV
Energy   -535.0471 Eh

=====

Here is a cluster of 2 separate species, C2H10N3S in total from OMol25. Energies are from ωB97M-V/def2-TZVPD.

```
16
Properties=species:S:1:pos:R:3:lowdin_charge:R:1
N -0.26 -0.45 -0.77 0.223
C 0.45 -0.31 -1.85 -0.449
N 1.70 -0.73 -1.91 0.229
N -0.17 0.29 -2.95 0.141
H 0.09 -0.68 0.16 0.065
H -1.20 -0.08 -0.74 0.131
H 2.14 -1.17 -1.12 0.140
H 2.24 -0.57 -2.75 0.139
H 0.18 1.23 -3.12 0.122
H -0.08 -0.26 -3.80 0.117
C 0.37 1.08 2.42 -0.461
S -1.04 -0.07 2.38 0.661
H 1.24 0.52 2.72 0.030
H 0.54 1.54 1.44 0.017
H 0.17 1.87 3.13 0.032
H -1.96 0.81 1.95 -0.137
```

Summary:
Charge   +1
Relative energy (zero: lowest compared OMol25 entry of this formula, charge and spin)   49.2 kJ/mol
LUMO energy   -0.1257 hartree
Orbital gap   9.324 eV
Energy   -644.4327 Eh

=====

Here is a cluster of 3 separate species, C4H12N2O2 in total from OMol25. Energies are from ωB97M-V/def2-TZVPD.

```
20
Properties=species:S:1:pos:R:3:lowdin_charge:R:1
C 1.17 1.35 0.59 -0.013
C 2.40 1.15 -0.04 -0.122
C 3.14 0.10 -0.46 0.115
O -2.02 -0.21 -1.44 -0.373
N 0.06 0.55 0.60 0.054
C 0.31 -0.89 0.73 -0.290
N -0.88 -1.60 0.36 -0.005
H -2.08 -0.44 -2.37 -0.034
H 1.01 2.35 0.99 0.131
H 2.91 2.13 -0.19 0.125
H 2.95 -0.91 -0.07 0.075
H 4.16 0.18 -0.82 0.083
H -0.55 0.65 -0.27 0.159
H 1.10 -1.16 0.01 0.093
H 0.64 -1.16 1.75 0.133
H -1.69 -1.41 0.95 0.064
H -1.25 -1.20 -0.54 -0.005
H -4.60 0.36 0.15 0.002
H -3.06 0.10 -0.34 -0.049
O -3.73 0.07 0.42 -0.144
```

Summary:
Relative energy (zero: lowest compared OMol25 entry of this formula, charge and spin)   632.3 kJ/mol
LUMO energy   -0.1134 hartree
Orbital gap   5.068 eV
Energy   -419.4077 Eh

=====

Here is a cluster of 4 separate species, C41H94ClN7O13P in total from OMol25. Energies are from ωB97M-V/def2-TZVPD.

```
157
Properties=species:S:1:pos:R:3:lowdin_charge:R:1
C 3.59 -4.13 -0.64 -0.061
C 2.38 -3.21 -0.49 -0.207
N 1.36 -3.25 -1.56 0.036
C 1.58 -4.25 -2.64 -0.092
C 2.68 -3.92 -3.65 -0.336
O 2.16 -2.96 -4.55 -0.026
C 3.07 -5.24 -4.38 -0.210
N 3.13 -5.09 -5.82 0.018
C 0.30 -2.45 -1.57 -0.267
N -0.68 -2.62 -2.53 0.010
C -1.51 -3.85 -2.37 -0.125
C -2.25 -4.26 -3.64 -0.153
C -1.42 -4.26 -4.94 -0.190
C -1.40 -5.60 -5.67 -0.172
C -2.71 -5.88 -6.40 -0.233
O -2.92 -4.92 -7.42 -0.184
C -3.99 -4.03 -7.23 -0.110
C -1.50 -1.39 -2.58 -0.157
C -1.57 -0.85 -4.02 -0.062
C -2.94 -0.25 -4.40 -0.645
N -2.85 0.07 -5.82 0.087
N -3.98 -1.27 -4.25 0.113
N -3.24 0.88 -3.52 0.122
C -0.96 -0.49 -1.43 -0.285
C -2.07 0.11 -0.52 -0.128
C -3.42 -0.59 -0.35 -0.247
C -3.39 -1.96 0.31 -0.600
Cl -4.74 -2.98 -0.27 0.587
C -0.17 0.75 -1.93 -0.086
C 1.24 0.61 -2.53 -0.374
C 2.39 0.79 -1.54 -0.037
O 1.44 -0.66 -3.15 -0.046
N -0.01 -1.43 -0.70 -0.045
P 0.64 -1.15 0.91 0.932
C -0.65 -1.67 2.09 -0.224
O 0.44 0.47 1.07 -0.285
H 4.12 -4.09 0.31 0.091
H 4.29 -3.80 -1.40 0.073
H 3.33 -5.17 -0.82 0.083
H 1.89 -3.46 0.45 0.091
H 2.72 -2.18 -0.40 0.078
H 1.79 -5.20 -2.15 0.124
H 0.68 -4.37 -3.22 0.092
H 3.56 -3.52 -3.15 0.122
H 2.83 -2.27 -4.68 0.100
H 2.37 -6.02 -4.07 0.109
H 4.06 -5.54 -4.03 0.120
H 3.86 -5.66 -6.23 0.072
H 2.26 -5.32 -6.28 0.068
H -2.24 -3.68 -1.58 0.089
H -0.88 -4.67 -2.03 0.120
H -3.14 -3.64 -3.75 0.088
H -2.61 -5.28 -3.45 0.120
H -1.86 -3.53 -5.64 0.099
H -0.41 -3.90 -4.77 0.087
H -0.60 -5.61 -6.41 0.111
H -1.23 -6.43 -4.96 0.117
H -3.55 -5.88 -5.70 0.119
H -2.67 -6.87 -6.86 0.124
H -3.68 -3.03 -7.57 0.086
H -4.86 -4.34 -7.82 0.089
H -4.29 -3.97 -6.18 0.074
H -2.52 -1.71 -2.35 0.113
H -1.42 -1.69 -4.69 0.106
H -0.80 -0.12 -4.24 0.105
H -3.73 0.47 -6.14 0.086
H -2.13 0.76 -6.00 0.080
H -4.47 -1.42 -5.13 0.079
H -4.65 -1.06 -3.53 0.068
H -2.90 1.75 -3.90 0.092
H -4.24 1.00 -3.39 0.065
H -1.63 0.35 0.44 0.087
H -2.32 1.07 -0.97 0.113
H -3.90 -0.67 -1.33 0.061
H -4.07 0.07 0.23 0.121
H -3.49 -1.90 1.39 0.068
H -2.47 -2.49 0.09 0.032
H -0.11 1.48 -1.13 0.118
H -0.83 1.18 -2.68 0.099
H 1.35 1.42 -3.26 0.147
H 3.34 0.72 -2.07 0.091
H 2.33 1.78 -1.08 0.091
H 2.37 0.05 -0.75 0.031
H 1.14 -0.64 -4.06 0.091
H -0.13 -1.69 3.06 0.040
H -0.97 -2.69 1.87 0.050
H -1.51 -1.00 2.17 0.041
H 1.30 0.90 1.18 0.045
C 4.17 1.04 2.98 -0.105
O 3.63 0.79 4.25 -0.202
C 2.27 0.43 4.20 -0.218
C 1.79 -0.10 5.53 -0.178
O 2.12 -1.46 5.74 -0.131
C 3.46 -1.75 6.14 -0.177
C 3.73 -1.46 7.60 -0.207
O 3.97 -0.08 7.78 -0.212
C 3.97 0.28 9.15 -0.100
H 3.63 1.85 2.47 0.088
H 5.21 1.34 3.11 0.091
H 4.14 0.14 2.35 0.086
H 2.12 -0.34 3.43 0.094
H 1.67 1.31 3.92 0.132
H 0.70 -0.07 5.53 0.128
H 2.16 0.53 6.33 0.128
H 4.18 -1.22 5.52 0.124
H 3.57 -2.82 5.98 0.128
H 4.61 -2.04 7.92 0.131
H 2.87 -1.78 8.20 0.133
H 2.99 0.11 9.60 0.092
H 4.21 1.35 9.21 0.077
H 4.73 -0.28 9.71 0.093
C -8.80 6.45 -1.63 -0.106
O -8.49 5.28 -2.35 -0.195
C -7.42 5.48 -3.25 -0.214
C -6.98 4.17 -3.85 -0.179
O -6.15 3.40 -2.98 -0.141
C -6.81 2.68 -1.95 -0.184
C -7.46 1.40 -2.41 -0.221
O -8.69 1.65 -3.04 -0.186
C -9.21 0.51 -3.67 -0.104
H -9.08 7.28 -2.30 0.090
H -9.65 6.22 -0.99 0.090
H -7.96 6.78 -1.01 0.089
H -6.57 5.95 -2.73 0.131
H -7.73 6.16 -4.06 0.130
H -6.36 4.39 -4.72 0.126
H -7.85 3.59 -4.17 0.124
H -7.54 3.31 -1.44 0.126
H -6.03 2.42 -1.23 0.121
H -7.61 0.74 -1.54 0.130
H -6.78 0.88 -3.11 0.112
H -8.55 0.15 -4.47 0.086
H -10.17 0.78 -4.11 0.092
H -9.37 -0.31 -2.96 0.090
C 9.20 7.98 6.95 -0.113
O 8.45 6.82 7.24 -0.196
C 8.50 6.49 8.61 -0.213
C 7.52 5.38 8.93 -0.184
O 6.18 5.83 9.06 -0.126
C 5.46 6.02 7.85 -0.184
C 4.88 4.75 7.29 -0.213
O 5.88 4.01 6.60 -0.187
C 5.43 2.71 6.29 -0.095
H 10.25 7.86 7.23 0.088
H 9.14 8.15 5.88 0.087
H 8.79 8.85 7.48 0.089
H 8.25 7.37 9.22 0.131
H 9.51 6.15 8.88 0.128
H 7.78 4.97 9.91 0.128
H 7.59 4.59 8.18 0.123
H 6.08 6.52 7.10 0.124
H 4.62 6.68 8.11 0.128
H 4.06 4.99 6.60 0.126
H 4.47 4.15 8.11 0.126
H 5.22 2.13 7.19 0.070
H 6.23 2.21 5.74 0.093
H 4.53 2.72 5.67 0.078
```

Summary:
Charge   +1
LUMO energy   -0.0641 hartree
Orbital gap   8.597 eV
Energy   -3781.1929 Eh

=====

Here is a structure of composition C3H4LiNdO3 from OMol25. Energies are from ωB97M-V/def2-TZVPD.

```
12
Properties=species:S:1:pos:R:3:lowdin_charge:R:1
H -2.00 -1.27 0.07 0.119
C -1.10 -0.69 -0.22 -0.401
C 0.06 -1.20 0.59 -0.290
O 1.38 -0.80 0.37 -0.263
C 1.94 -0.07 -0.70 0.160
O 1.92 1.30 -0.07 -0.322
Nd 0.29 1.48 1.28 1.559
O -1.32 0.68 0.03 -0.648
H -0.93 -0.83 -1.31 0.110
H 0.04 -2.26 0.88 0.087
H 2.40 1.94 -0.59 0.097
Li -2.67 1.72 -0.34 0.792
```

Summary:
Charge   +1
Relative energy (zero: lowest compared OMol25 entry of this formula, charge and spin)   23.8 kJ/mol
LUMO energy (spin up / spin down)   -0.1626 / -0.1686 hartree
Orbital gap (spin up / spin down)   4.891 / 4.725 eV
Energy   -910.9468 Eh
2S+1   5

=====

Here is a cluster of 2 separate species, C10H16 in total from OMol25. Energies are from ωB97M-V/def2-TZVPD.

```
26
Properties=species:S:1:pos:R:3:lowdin_charge:R:1
C 2.00 -0.84 -0.10 -0.053
C 1.18 -0.83 1.15 -0.281
C 0.99 0.33 1.88 -0.061
C 0.08 0.37 2.92 -0.095
C -0.58 -0.78 3.30 -0.103
C -0.39 -1.97 2.61 -0.084
C 0.45 -1.97 1.53 -0.057
H 2.10 -1.83 -0.53 0.075
H 3.04 -0.52 0.01 0.084
H 1.57 -0.19 -0.87 0.044
H 1.56 1.23 1.62 0.115
H -0.07 1.32 3.42 0.101
H -1.25 -0.74 4.14 0.098
H -0.99 -2.81 2.95 0.101
H 0.57 -2.79 0.84 0.105
C 0.17 1.70 -2.51 -0.121
C -0.82 0.86 -1.72 -0.320
C -2.21 0.75 -2.39 -0.110
H 1.19 1.31 -2.37 0.054
H 0.01 1.59 -3.57 0.064
H 0.21 2.74 -2.18 0.072
H -0.88 1.13 -0.66 0.096
H -0.42 -0.16 -1.66 0.081
H -2.07 0.82 -3.48 0.065
H -2.86 1.55 -2.04 0.068
H -2.59 -0.26 -2.31 0.061
```

Summary:
SMILES   Cc1ccccc1.CCC
Relative energy (zero: lowest compared OMol25 entry of this formula, charge and spin)   49.4 kJ/mol
LUMO energy   0.0363 hartree
Orbital gap   10.012 eV
Energy   -390.6171 Eh

=====

Here is a structure of composition C4H8O3 from OMol25. Energies are from ωB97M-V/def2-TZVPD.

```
15
Properties=species:S:1:pos:R:3:lowdin_charge:R:1
C 2.65 0.51 -0.81 -0.025
O 1.58 0.70 0.12 0.012
C 0.39 0.26 -0.23 -0.506
O 0.21 -0.41 -1.32 0.045
C -0.85 0.56 0.39 -0.089
C -1.63 -0.61 0.95 -0.295
O -2.97 -0.55 0.46 -0.078
H 2.31 0.76 -1.82 0.098
H 3.45 1.17 -0.49 0.096
H 2.98 -0.53 -0.79 0.100
H -0.92 1.48 0.95 0.107
H -0.91 0.01 -1.04 0.221
H -1.15 -1.56 0.66 0.120
H -1.64 -0.57 2.05 0.113
H -3.49 -1.21 0.94 0.082
```

Summary:
Relative energy (zero: lowest compared OMol25 entry of this formula, charge and spin)   399.4 kJ/mol
LUMO energy   0.0300 hartree
Orbital gap   9.172 eV
Energy   -382.8127 Eh

=====

Here is an isolated molecule of C24H47N3O2S from OMol25. Energies are from ωB97M-V/def2-TZVPD.

```
77
Properties=species:S:1:pos:R:3:lowdin_charge:R:1
C -6.38 -3.51 0.28 -0.106
C -5.77 -2.37 1.08 -0.233
C -5.89 -1.01 0.37 -0.345
C -5.48 0.12 1.33 -0.157
C -5.62 1.49 0.67 -0.151
C -4.75 1.57 -0.60 -0.223
C -3.29 1.66 -0.17 -0.439
O -2.94 2.40 0.73 0.049
N -2.40 0.95 -0.89 0.126
C -1.01 0.87 -0.49 -0.237
C -0.12 1.85 -1.27 -0.183
C 0.24 3.08 -0.44 -0.441
S 1.11 2.60 1.10 0.811
C -0.07 3.23 2.33 -0.380
C -0.54 -0.57 -0.66 -0.440
O -1.17 -1.39 -1.30 0.068
N 0.62 -0.82 -0.03 0.084
C 1.28 -2.10 -0.02 -0.141
C 2.66 -2.08 -0.72 -0.168
N 3.62 -1.12 -0.23 -0.168
C 3.87 -1.20 1.20 -0.190
C 5.28 -0.75 1.58 -0.417
C 5.44 -0.80 3.10 -0.078
C 6.32 -1.64 0.91 -0.068
C 3.46 0.23 -0.74 -0.193
C 4.68 0.71 -1.55 -0.411
C 4.91 -0.19 -2.76 -0.072
C 4.47 2.16 -1.98 -0.073
C -5.12 0.43 -1.55 -0.152
C -5.02 -0.94 -0.88 -0.156
H -5.83 -3.69 -0.64 0.063
H -6.36 -4.43 0.87 0.068
H -7.42 -3.30 0.03 0.074
H -4.72 -2.58 1.27 0.115
H -6.28 -2.30 2.04 0.108
H -6.94 -0.85 0.09 0.146
H -4.44 -0.03 1.63 0.125
H -6.09 0.08 2.23 0.117
H -5.31 2.27 1.36 0.111
H -6.67 1.66 0.40 0.120
H -4.96 2.53 -1.09 0.153
H -2.68 0.24 -1.55 0.118
H -0.97 1.12 0.58 0.120
H -0.65 2.17 -2.17 0.125
H 0.80 1.35 -1.59 0.088
H 0.90 3.74 -1.00 0.070
H -0.66 3.62 -0.14 0.076
H 0.01 4.31 2.38 0.035
H -1.08 2.94 2.06 0.011
H 0.21 2.79 3.29 0.031
H 1.05 -0.06 0.49 0.084
H 1.40 -2.43 1.02 0.116
H 0.62 -2.80 -0.54 0.121
H 2.51 -1.90 -1.78 0.121
H 3.09 -3.08 -0.60 0.122
H 3.14 -0.60 1.77 0.122
H 3.75 -2.25 1.50 0.128
H 5.42 0.28 1.25 0.124
H 6.44 -0.48 3.39 0.076
H 4.72 -0.14 3.58 0.074
H 5.28 -1.81 3.47 0.079
H 6.15 -1.67 -0.16 0.061
H 6.25 -2.66 1.29 0.081
H 7.33 -1.27 1.10 0.078
H 2.60 0.26 -1.42 0.103
H 3.27 0.94 0.07 0.090
H 5.57 0.66 -0.91 0.120
H 4.07 -0.13 -3.44 0.080
H 5.81 0.11 -3.29 0.077
H 5.03 -1.22 -2.44 0.066
H 3.60 2.23 -2.63 0.077
H 4.30 2.80 -1.11 0.074
H 5.33 2.53 -2.52 0.077
H -4.52 0.47 -2.45 0.112
H -6.16 0.59 -1.85 0.122
H -5.35 -1.70 -1.60 0.113
H -3.99 -1.17 -0.61 0.111
```

Summary:
SMILES   CC[C@H]1CC[C@@H](C(=O)N[C@H](CCSC)C(=O)NCCN(CC(C)C)CC(C)C)CC1
Relative energy (zero: lowest compared OMol25 entry of this formula, charge and spin)   13.4 kJ/mol
LUMO energy   0.0243 hartree
Orbital gap   8.926 eV
Energy   -1655.6914 Eh

=====

- Which value of energy does entry 3 give?
  -419.4077 Eh